# 1
Formula: C3H6N4O2
Source: the OMol25 dataset
Level of theory: wB97M-V/def2-TZVPD

The geometry in XYZ format:
```
15
Properties=species:S:1:pos:R:3:mulliken_charge:R:1
C 0.65 0.53 0.08 0.250
C -1.24 1.59 0.11 -0.419
C -1.55 0.03 -0.04 -0.531
N 0.26 1.70 0.13 -0.451
N -0.17 -0.48 -0.30 0.141
N 0.03 -1.80 -0.09 -0.639
N 3.11 -0.32 -0.04 0.698
O 3.40 -1.41 0.32 -0.399
O 3.64 0.55 -0.62 -0.383
H -1.38 2.20 -0.80 0.291
H -1.62 2.00 1.08 0.260
H -1.77 -0.25 1.07 0.324
H -2.34 -0.05 -0.82 0.308
H -0.44 -2.02 0.81 0.255
H -0.59 -2.29 -0.88 0.294
```

Computed properties:
- frontier orbital gap (spin up / spin down) (Eh) = 0.3124 / 0.2925
- DFT total energy (eV) = -13255.57143
- relative energy (zero: lowest compared OMol25 entry of this formula, charge and spin) (kcal per mole) = 200.58
- multiplicity = 1
- HOMO energy (spin up / spin down) (eV) = -9.066 / -8.781
- total charge = 0
- E_LUMO (spin up / spin down) (eV) = -0.6 / -0.8

# 2
Formula: C3H6N4O2
Source: the OMol25 dataset
Level of theory: wB97M-V/def2-TZVPD

The geometry in XYZ format:
```
15
Properties=species:S:1:pos:R:3:mulliken_charge:R:1
C -0.60 -0.71 -0.11 0.533
C 1.65 -1.68 0.08 -0.011
C 0.87 2.50 -0.04 -0.305
H -3.43 -0.41 0.13 0.362
H -0.06 -2.45 -0.85 0.324
H 2.22 -2.50 -0.41 0.354
H -1.11 1.11 0.38 0.370
H 1.80 2.94 -0.39 0.241
H 0.09 3.15 0.37 0.244
N -1.78 -1.13 0.04 -0.583
N 0.38 -1.60 -0.54 -0.193
N -0.30 0.58 0.13 0.200
N 0.83 1.25 -0.23 -0.687
O -2.62 -0.06 0.51 -0.407
O 2.06 -1.00 0.96 -0.440
```

Computed properties:
- SMILES string = C=NN/C(=N\O)NC=O
- frontier orbital gap (Eh) = 0.3506
- DFT total energy (eV) = -13260.74220
- relative energy (zero: lowest compared OMol25 entry of this formula, charge and spin) (kcal per mole) = 81.34
- multiplicity = 1
- HOMO energy (eV) = -8.672
- total charge = 0
- E_LUMO (eV) = 0.9

# 3
Formula: C3H6N4S
Source: the OMol25 dataset
Level of theory: wB97M-V/def2-TZVPD

The geometry in XYZ format:
```
14
Properties=species:S:1:pos:R:3:mulliken_charge:R:1
C -1.83 -0.97 0.19 0.559
C 0.18 0.16 -0.05 0.574
C 0.88 1.49 0.01 -0.238
H -0.99 -1.80 1.84 0.228
H -2.05 -2.80 1.04 0.258
H -3.07 -0.29 -1.00 0.267
H 1.90 -0.76 -0.57 0.175
H 0.52 -1.82 -0.27 0.278
H 0.18 2.32 0.25 0.319
N -1.34 -2.05 0.95 -0.547
N -2.89 -1.11 -0.50 -0.698
N -1.08 0.21 0.25 -0.564
N 0.91 -0.90 -0.44 -0.371
S 2.44 1.75 -0.25 -0.240
```

Computed properties:
- SMILES string = [H]/N=C(N)\N=C(/N)C=S
- frontier orbital gap (Eh) = 0.3010
- DFT total energy (eV) = -20003.63140
- relative energy (zero: lowest compared OMol25 entry of this formula, charge and spin) (kcal per mole) = 16.25
- multiplicity = 1
- HOMO energy (eV) = -9.387
- total charge = 0
- E_LUMO (eV) = -1.2

# 4
Formula: C3H6N4S
Source: the OMol25 dataset
Level of theory: wB97M-V/def2-TZVPD

The geometry in XYZ format:
```
14
Properties=species:S:1:pos:R:3:mulliken_charge:R:1
C 0.22 0.89 0.61 0.363
C 0.07 -0.47 0.97 -0.784
C 0.21 -1.23 -0.28 0.432
H -0.38 2.67 1.24 0.301
H 0.07 1.59 2.50 0.270
H -0.12 -0.94 1.82 0.482
H -0.33 -3.11 0.16 0.213
H -1.60 -0.80 -2.03 0.162
H 1.14 1.67 -0.97 0.263
N 0.32 1.89 1.56 -0.569
N -0.22 -2.41 -0.70 -0.642
N 0.62 -0.32 -1.33 -0.128
N 0.38 1.11 -0.81 -0.210
S -0.37 -0.53 -2.75 -0.153
```

Computed properties:
- SMILES string = [H]/N=c1\cc(N)[nH]n1S
- frontier orbital gap (Eh) = 0.3260
- DFT total energy (eV) = -20000.93993
- relative energy (zero: lowest compared OMol25 entry of this formula, charge and spin) (kcal per mole) = 78.32
- multiplicity = 1
- HOMO energy (eV) = -8.269
- total charge = 0
- E_LUMO (eV) = 0.6

# 5
Formula: C3H6N4S
Source: the OMol25 dataset
Level of theory: wB97M-V/def2-TZVPD

The geometry in XYZ format:
```
14
Properties=species:S:1:pos:R:3:mulliken_charge:R:1
C -0.07 -0.96 -0.81 0.043
C -0.46 0.39 1.01 0.096
C -0.01 0.56 3.81 -0.325
H -0.83 1.03 -2.29 0.160
H 0.22 -1.84 -0.18 0.419
H -1.10 1.13 1.52 0.435
H 1.47 -0.31 1.20 0.299
H 0.22 0.91 4.79 0.280
H -1.07 0.35 3.59 0.324
N 0.22 -1.04 -2.05 -0.403
N -0.77 0.06 -0.19 -0.587
N 0.63 -0.03 1.71 0.154
N 0.95 0.38 2.99 -0.765
S -0.18 0.20 -3.12 -0.131
```

Computed properties:
- SMILES string = C=NN/C=N\C=N/S
- frontier orbital gap (Eh) = 0.3142
- DFT total energy (eV) = -20001.44445
- relative energy (zero: lowest compared OMol25 entry of this formula, charge and spin) (kcal per mole) = 66.68
- multiplicity = 1
- HOMO energy (eV) = -8.377
- total charge = 0
- E_LUMO (eV) = 0.2

# 6
Formula: C3H6N4S
Source: the OMol25 dataset
Level of theory: wB97M-V/def2-TZVPD

The geometry in XYZ format:
```
14
Properties=species:S:1:pos:R:3:mulliken_charge:R:1
C 0.77 0.12 -0.24 0.433
C -1.42 -0.55 -0.43 0.264
C 0.14 0.62 0.84 0.070
H 2.51 0.92 0.17 0.172
H 2.71 -0.21 -1.25 0.264
H -0.29 -0.67 -2.04 0.269
H -2.62 -1.30 -1.84 0.194
H -2.07 0.65 1.16 0.252
H 1.17 0.11 3.09 0.103
N 2.07 0.42 -0.54 -0.480
N -0.15 -0.43 -0.99 -0.199
N -2.50 -1.03 -0.81 -0.691
N -1.31 0.19 0.78 -0.177
S 0.99 1.15 2.11 -0.474
```

Computed properties:
- SMILES string = [H]/N=c1\[nH]c(N)c(S)[nH]1
- frontier orbital gap (Eh) = 0.2915
- DFT total energy (eV) = -20001.91961
- relative energy (zero: lowest compared OMol25 entry of this formula, charge and spin) (kcal per mole) = 55.73
- multiplicity = 1
- HOMO energy (eV) = -7.313
- total charge = 0
- E_LUMO (eV) = 0.6

# 7
Formula: C3H6N4S4
Source: the OMol25 dataset
Level of theory: wB97M-V/def2-TZVPD

The geometry in XYZ format:
```
17
Properties=species:S:1:pos:R:3:mulliken_charge:R:1
C 2.21 0.76 0.17 0.175
C -0.37 -1.40 -0.70 0.316
C -0.91 0.97 -0.67 0.308
N 1.82 0.58 1.42 -0.294
N -1.63 -1.89 -0.45 -0.344
N 1.38 0.20 -0.76 -0.374
N -0.04 -0.06 -0.64 0.176
S 3.78 1.07 -0.27 -0.359
S 0.81 -2.48 -1.14 -0.345
S -2.53 0.91 -0.16 -0.344
S -0.07 2.53 -0.86 -0.105
H 0.88 0.50 1.76 0.196
H 2.47 0.74 2.17 0.225
H -2.59 -1.32 -0.36 0.172
H -1.67 -2.83 -0.53 0.186
H 1.57 0.53 -1.64 0.223
H -1.27 3.18 -1.08 0.189
```

Computed properties:
- SMILES string = NC(=S)NN(C(N)=S)C(=S)S
- frontier orbital gap (Eh) = 0.2729
- DFT total energy (eV) = -52507.97028
- multiplicity = 1
- HOMO energy (eV) = -8.479
- total charge = 0
- E_LUMO (eV) = -1.1

# 8
Formula: C3H6N5
Source: the OMol25 dataset
Level of theory: wB97M-V/def2-TZVPD

The geometry in XYZ format:
```
14
Properties=species:S:1:pos:R:3:mulliken_charge:R:1
C 1.52 0.18 -0.04 0.466
C -1.42 -0.83 -0.11 -1.094
C -1.68 0.67 -0.11 -0.073
N 2.50 0.93 0.32 -0.346
N 1.76 -1.08 -0.32 -0.181
N 3.50 0.10 0.25 -0.394
N 3.05 -1.11 -0.13 -0.498
N -0.60 1.50 -0.35 -0.565
H -1.27 -1.33 -1.03 0.273
H -0.48 -0.99 0.43 0.321
H -2.19 -1.37 0.44 0.341
H -2.57 0.85 -0.81 0.242
H -2.01 0.93 0.93 0.216
H -0.11 1.55 0.54 0.291
```

Computed properties:
- frontier orbital gap (spin up / spin down) (Eh) = 0.3242 / 0.3023
- DFT total energy (eV) = -10654.31795
- relative energy (zero: lowest compared OMol25 entry of this formula, charge and spin) (kcal per mole) = 0.00
- multiplicity = 1
- HOMO energy (spin up / spin down) (eV) = -4.872 / -4.788
- total charge = -1
- E_LUMO (spin up / spin down) (eV) = 3.9 / 3.4

# 9
Formula: C3H6N5
Source: the OMol25 dataset
Level of theory: wB97M-V/def2-TZVPD

The geometry in XYZ format:
```
14
Properties=species:S:1:pos:R:3:mulliken_charge:R:1
C 0.62 1.36 1.08 0.224
C 0.18 -0.71 -0.29 0.700
C 0.40 0.67 -0.09 -0.480
N 0.60 2.09 1.99 -0.193
N -2.50 0.71 -1.02 -0.257
N -1.70 1.28 -0.53 0.235
N 0.58 -1.16 -1.55 -0.553
N -0.22 -1.57 0.62 -0.352
H 1.13 1.17 -0.80 0.273
H 1.16 2.37 2.77 0.329
H 0.70 -0.49 -2.30 0.275
H -0.07 -1.85 -1.90 0.300
H -0.60 -1.20 1.42 0.208
H -0.28 -2.65 0.60 0.290
```

Computed properties:
- frontier orbital gap (Eh) = 0.3386
- DFT total energy (eV) = -10651.14759
- relative energy (zero: lowest compared OMol25 entry of this formula, charge and spin) (kcal per mole) = 26.27
- multiplicity = 1
- HOMO energy (eV) = -13.366
- total charge = +1
- E_LUMO (eV) = -4.2

# 10
Formula: C3H6NO
Source: the OMol25 dataset
Level of theory: wB97M-V/def2-TZVPD

The geometry in XYZ format:
```
11
Properties=species:S:1:pos:R:3:mulliken_charge:R:1
C 1.35 0.18 0.86 -0.699
C 0.12 -0.25 0.64 0.011
C -1.48 -0.42 -2.41 0.441
N -0.76 0.16 -0.50 -0.559
O -1.04 0.32 -3.13 -0.102
H 1.94 -0.29 1.63 0.277
H 2.05 0.58 0.12 0.294
H -0.24 -0.97 1.42 0.301
H -2.30 -1.03 -2.14 0.378
H -1.76 0.26 -0.22 0.349
H -0.36 0.92 -1.00 0.311
```

Computed properties:
- frontier orbital gap (spin up / spin down) (Eh) = 0.3059 / 0.3059
- DFT total energy (eV) = -6735.47998
- relative energy (zero: lowest compared OMol25 entry of this formula, charge and spin) (kcal per mole) = 57.58
- multiplicity = 1
- HOMO energy (spin up / spin down) (eV) = -14.210 / -14.210
- total charge = +1
- E_LUMO (spin up / spin down) (eV) = -5.9 / -5.9

# 11
Formula: C3H6NO2
Source: the OMol25 dataset
Level of theory: wB97M-V/def2-TZVPD

The geometry in XYZ format:
```
12
Properties=species:S:1:pos:R:3:mulliken_charge:R:1
O 1.94 1.15 0.88 -0.694
C 1.03 0.39 0.53 0.458
N -0.23 0.91 0.20 -0.079
C -1.21 0.46 -0.84 -0.390
O -1.91 -0.64 -0.36 -0.883
C 0.90 -1.10 0.54 -0.830
H -0.27 1.87 0.43 0.245
H -0.81 0.14 -1.87 0.169
H -1.99 1.41 -0.86 0.214
H 0.74 -1.58 1.48 0.205
H 0.07 -1.41 -0.19 0.285
H 1.72 -1.60 0.07 0.300
```

Computed properties:
- SMILES string = CC(=O)NC[O-]
- frontier orbital gap (Eh) = 0.2553
- DFT total energy (eV) = -8792.82299
- relative energy (zero: lowest compared OMol25 entry of this formula, charge and spin) (kcal per mole) = 55.20
- multiplicity = 1
- HOMO energy (eV) = -2.691
- total charge = -1
- E_LUMO (eV) = 4.3

# 12
Formula: C3H6NO2
Source: the OMol25 dataset
Level of theory: wB97M-V/def2-TZVPD

The geometry in XYZ format:
```
12
Properties=species:S:1:pos:R:3:mulliken_charge:R:1
C -0.78 0.17 2.52 -0.343
C 0.01 -0.66 1.86 -0.670
H -0.36 0.94 3.16 0.212
H -1.86 0.09 2.45 0.217
H 1.03 -0.90 2.16 0.274
H -0.39 -1.24 1.04 0.268
N 0.96 1.15 -1.29 -0.480
C 0.11 0.00 -1.13 0.602
O 0.67 -1.12 -1.15 -0.736
O -1.10 0.27 -0.97 -0.737
H 1.90 0.95 -1.57 0.197
H 0.51 1.92 -1.76 0.196
```

Computed properties:
- frontier orbital gap (Eh) = 0.3031
- DFT total energy (eV) = -8794.14881
- relative energy (zero: lowest compared OMol25 entry of this formula, charge and spin) (kcal per mole) = 24.63
- multiplicity = 1
- HOMO energy (eV) = -3.828
- total charge = -1
- E_LUMO (eV) = 4.4

Please write out number 7 again, unchanged.
Formula: C3H6N4S4
Source: the OMol25 dataset
Level of theory: wB97M-V/def2-TZVPD

The geometry in XYZ format:
```
17
Properties=species:S:1:pos:R:3:mulliken_charge:R:1
C 2.21 0.76 0.17 0.175
C -0.37 -1.40 -0.70 0.316
C -0.91 0.97 -0.67 0.308
N 1.82 0.58 1.42 -0.294
N -1.63 -1.89 -0.45 -0.344
N 1.38 0.20 -0.76 -0.374
N -0.04 -0.06 -0.64 0.176
S 3.78 1.07 -0.27 -0.359
S 0.81 -2.48 -1.14 -0.345
S -2.53 0.91 -0.16 -0.344
S -0.07 2.53 -0.86 -0.105
H 0.88 0.50 1.76 0.196
H 2.47 0.74 2.17 0.225
H -2.59 -1.32 -0.36 0.172
H -1.67 -2.83 -0.53 0.186
H 1.57 0.53 -1.64 0.223
H -1.27 3.18 -1.08 0.189
```

Computed properties:
- SMILES string = NC(=S)NN(C(N)=S)C(=S)S
- frontier orbital gap (Eh) = 0.2729
- DFT total energy (eV) = -52507.97028
- multiplicity = 1
- HOMO energy (eV) = -8.479
- total charge = 0
- E_LUMO (eV) = -1.1